# C2H13NO4

5 unconnected molecules or ions with the total composition C2H13NO4 (ωB97M-V/def2-TZVPD, the OMol25 dataset).

Each line ends with the natural charge from an NBO analysis.
Atoms and positions in Å:
C: -0.998717 0.067568 -2.613340  -0.443
C: 1.031055 1.112152 -1.749694  -0.416
N: 0.232750 0.060619 -1.772108  -0.717
H: -0.947534 -0.809941 -3.248718  0.166
H: -0.897479 0.984862 -3.229236  0.153
H: -1.954731 0.116233 -2.089957  0.154
H: 1.559563 1.501672 -0.888541  0.143
H: 1.219832 1.688966 -2.688731  0.085
H: -0.370040 0.267216 3.780711  0.452
H: 0.016643 -0.573095 2.497356  0.508
O: -0.004653 0.341911 2.912526  -1.006
H: -0.417910 -2.743484 2.228041  0.466
H: -0.803785 -1.824916 0.924254  0.529
O: -0.794108 -1.908829 1.925016  -1.004
H: 1.200849 3.079815 2.752246  0.449
H: 0.708394 2.197680 1.661475  0.496
O: 1.331698 2.916356 1.808539  -0.951
H: 0.104545 -1.311624 -0.772384  0.514
H: 0.183303 -2.955986 -0.789295  0.459
O: -0.399679 -2.207178 -0.648162  -1.037

Cartesian forces (eV/Å) of the 3 atoms listed first:
2.51 1.03 -0.17
0.60 1.72 -1.33
-1.74 -1.82 1.28

Results
Energy ... -439.639703 Eh
Charge ... -1
Orbital gap (alpha / beta) ... 3.43 / 6.60 eV
2S+1 ... 2
⟨S²⟩ ... 0.7537
E_HOMO (alpha / beta) ... 0.0 / -3.2 eV
LUMO level (alpha / beta) ... 0.1271 / 0.1266 Ha

# C2H13NO4

4 unconnected molecules or ions with the total composition C2H13NO4 (ωB97M-V/def2-TZVPD, the OMol25 dataset).

Each line ends with the natural charge from an NBO analysis.
Atoms and positions in Å:
N: 2.200940 0.499967 1.317672  -0.882
C: 1.302420 -0.312301 2.110346  -0.242
C: 0.448649 -1.184871 1.204177  -0.086
O: -0.162438 -0.402392 0.181841  -0.748
H: 3.063140 0.117748 0.976714  0.377
H: 2.199176 1.472565 1.535757  0.386
H: 1.789327 -0.970413 2.839717  0.179
H: 0.642853 0.378530 2.636749  0.196
H: 1.034179 -2.000450 0.758314  0.150
H: -0.334764 -1.684583 1.748943  0.185
H: 0.597679 0.097372 -0.147853  0.488
O: -2.840216 0.822746 -2.580118  -0.942
H: -2.702426 1.476658 -1.888693  0.464
H: -2.279539 0.081854 -2.330774  0.478
O: -1.791819 -2.828432 -0.904482  -0.949
H: -1.128109 -2.259191 -0.499501  0.481
H: -1.313603 -3.363898 -1.544329  0.464
O: 1.177788 3.003007 -0.685153  -0.941
H: 1.474213 3.902053 -0.815205  0.471
H: 0.337532 3.071724 -0.225056  0.470

Cartesian forces (eV/Å) of the 3 atoms listed first:
-0.52 -0.31 -0.29
0.05 -0.19 -0.15
-0.10 -0.13 -0.27

Results
Structure (SMILES) ... NCCO.O.O.O
Energy ... -439.690089 Eh
Orbital gap ... 9.97 eV
E_HOMO ... -9.5 eV
LUMO level ... 0.0174 Ha

# C2H13NO4

5 unconnected molecules or ions with the total composition C2H13NO4 (ωB97M-V/def2-TZVPD, the OMol25 dataset).

Each line ends with the natural charge from an NBO analysis.
Atoms and positions in Å:
C: -0.910269 1.005120 -3.893247  -0.085
N: 0.123845 0.181736 -3.738184  -0.384
C: -0.367240 -1.210223 -3.358962  -0.465
H: -0.824412 2.143809 -3.928473  0.192
H: -1.926175 0.627597 -3.956448  0.147
H: -1.428158 -1.330882 -3.195470  0.184
H: 0.137713 -1.554413 -2.399754  0.200
H: 0.043599 -2.000017 -4.093034  0.209
O: -0.572749 -0.419879 3.498502  -0.924
H: -1.262782 -0.781234 2.871540  0.464
H: 0.162432 -1.072452 3.209913  0.460
O: -0.132334 0.194767 0.064673  -0.949
H: -0.324765 0.473676 -0.870635  0.483
H: 0.353534 -0.619570 0.077772  0.466
O: 0.407710 -2.426866 6.342275  -0.938
H: 0.980287 -1.852978 6.881076  0.470
H: -0.225585 -2.812021 6.969493  0.469
O: 1.727892 3.738429 -0.432076  -0.944
H: 1.557247 4.470521 0.096198  0.469
H: 2.480209 3.244880 -0.145159  0.475

Cartesian forces (eV/Å) of the 3 atoms listed first:
2.82 -0.72 0.43
-4.03 1.09 0.70
2.69 -1.00 -0.52

Results
Structure (SMILES) ... C=NC.O.O.O.O
Energy ... -439.625995 Eh
Orbital gap ... 10.97 eV
E_HOMO ... -10.2 eV
LUMO level ... 0.0267 Ha

# C2H13NO4

4 unconnected molecules or ions with the total composition C2H13NO4 (ωB97M-V/def2-TZVPD, the OMol25 dataset).

Each line ends with the natural charge from an NBO analysis.
Atoms and positions in Å:
C: 0.207545 -0.042069 -1.510948  -0.493
N: -1.185911 -0.081761 -1.238855  -0.143
C: -1.636495 -1.222304 -0.420315  0.008
O: -1.036775 -2.428713 -0.901635  -0.623
H: 0.758404 -0.569276 -0.790522  0.250
H: 0.736459 0.952580 -1.158975  0.360
H: 0.537778 -0.291986 -2.486619  0.270
H: -1.690198 -0.211370 -2.123676  0.406
H: -1.336618 -1.061266 0.598660  0.235
H: -2.749812 -1.412982 -0.338288  0.237
H: -1.250892 -2.572186 -1.818242  0.485
H: 1.245763 2.310034 1.852719  0.469
H: 1.996304 1.040214 2.082379  0.471
O: 2.092745 1.998483 2.186652  -0.945
H: 1.548831 -1.407915 0.415636  0.436
H: 2.374882 -1.921082 1.439940  0.489
O: 1.815646 -1.150522 1.292121  -0.919
H: -1.315286 2.178512 0.676770  0.468
H: -0.602242 3.415225 1.223697  0.501
O: -0.510120 2.478378 1.019499  -0.960

Cartesian forces (eV/Å) of the 3 atoms listed first:
1.06 2.94 1.81
0.47 -2.77 -2.21
-1.58 -1.79 1.60

Results
Energy ... -439.312653 Eh
Charge ... +1
Orbital gap (alpha / beta) ... 9.39 / 3.94 eV
2S+1 ... 2
⟨S²⟩ ... 0.7551
E_HOMO (alpha / beta) ... -13.3 / -13.3 eV
LUMO level (alpha / beta) ... -0.1431 / -0.3430 Ha

# C2H13O4S

5 unconnected molecules or ions with the total composition C2H13O4S (ωB97M-V/def2-TZVPD, the OMol25 dataset).

Each line ends with the natural charge from an NBO analysis.
Atoms and positions in Å:
C: -2.882177 -1.735418 0.844017  -0.611
C: -2.183761 -0.361536 0.967020  -0.526
S: -2.084433 0.631070 -0.548383  -0.687
H: -3.936085 -1.580546 0.632735  0.199
H: -2.443318 -2.379808 0.072325  0.188
H: -2.734347 -2.280054 1.794235  0.180
H: -2.901087 0.218817 1.564782  0.181
H: -1.289447 -0.426986 1.597812  0.179
H: -0.242343 -0.170720 -1.684468  0.502
H: 0.215487 -1.415998 -1.058927  0.471
O: 0.578281 -0.721048 -1.625786  -1.008
H: 4.496381 0.333141 1.123138  0.452
H: 3.636816 -0.278271 0.002252  0.501
O: 4.196559 -0.511301 0.796141  -0.994
H: -0.023296 3.422130 -0.835641  0.467
H: -0.107274 1.927443 -0.482825  0.505
O: 0.523851 2.662824 -0.651379  -1.012
H: 2.311768 1.554181 -0.431697  0.498
H: 2.085882 0.235957 -1.148247  0.509
O: 2.782552 0.876125 -0.927099  -0.993

Cartesian forces (eV/Å) of the 3 atoms listed first:
1.06 -0.01 0.23
-1.32 0.17 0.55
0.40 -0.10 -0.36

Results
Energy ... -783.206891 Eh
Charge ... -1
Orbital gap ... 7.31 eV
E_HOMO ... -3.6 eV
LUMO level ... 0.1371 Ha

# C2H13O4S

5 unconnected molecules or ions with the total composition C2H13O4S (ωB97M-V/def2-TZVPD, the OMol25 dataset).

Each line ends with the natural charge from an NBO analysis.
Atoms and positions in Å:
C: -1.723248 -1.533036 -0.096590  -0.613
C: -2.239086 -0.301126 -0.808260  -0.568
S: -0.891146 0.482972 -1.638546  -0.686
H: -2.662904 -2.281504 0.299019  0.143
H: -1.115756 -1.528024 0.880638  0.214
H: -1.151972 -2.134989 -0.864951  0.215
H: -2.861175 0.414594 -0.169840  0.140
H: -2.814857 -0.479167 -1.717179  0.212
H: 0.893324 -1.471828 -2.576282  0.510
H: 2.401345 -1.985465 -2.801049  0.462
O: 1.501944 -1.980952 -3.091816  -0.985
H: 6.085575 0.651775 1.649248  0.457
H: 7.058214 -0.007266 2.215159  0.448
O: 6.314728 0.452188 2.517598  -0.906
H: -2.193698 1.557112 1.209616  0.468
H: -3.584566 1.594389 1.086093  0.458
O: -2.883301 1.886826 1.674798  -0.926
H: -0.486544 2.744197 0.967234  0.449
H: 0.050634 1.667030 0.249228  0.490
O: 0.302486 2.252272 1.015883  -0.985

Cartesian forces (eV/Å) of the 3 atoms listed first:
-1.97 -3.68 1.46
-0.65 0.81 0.53
1.80 1.47 -0.17

Results
Energy ... -783.131458 Eh
Charge ... -1
Orbital gap ... 5.96 eV
E_HOMO ... -3.2 eV
LUMO level ... 0.0999 Ha

# C2H13O5

5 unconnected molecules or ions with the total composition C2H13O5 (ωB97M-V/def2-TZVPD, the OMol25 dataset).

Each line ends with the natural charge from an NBO analysis.
Atoms and positions in Å:
C: -2.132011 -0.064941 -1.186811  -0.059
O: -1.577210 -0.110968 -2.511205  -0.751
C: -1.081660 0.009968 -0.107952  -0.702
H: -2.706028 -1.007262 -1.161160  0.148
H: -2.868723 0.738036 -1.197615  0.166
H: -0.007341 0.043634 -0.380359  0.278
H: -1.079742 -0.864302 0.557180  0.203
H: -1.263196 0.813567 0.615004  0.221
H: 0.613563 2.311553 0.559429  0.436
H: 1.832518 0.997806 0.275839  0.502
O: 1.375747 1.970406 1.051020  -1.139
H: 0.896170 1.475544 2.375019  0.503
H: 0.862373 0.189978 3.215620  0.432
O: 0.580596 1.114616 3.298192  -1.035
H: 1.019981 -1.770226 -0.483279  0.501
H: 2.175131 -0.492462 0.758115  0.436
O: 2.079437 -0.051251 -0.095449  -1.098
H: -0.872237 -0.751004 -2.558573  0.472
H: 1.362328 -2.115621 -1.860460  0.464
O: 0.790301 -2.437073 -1.162562  -0.978

Cartesian forces (eV/Å) of the 3 atoms listed first:
0.17 -1.52 -1.16
-0.33 1.09 -0.54
0.41 -0.09 1.63

Results
Energy ... -460.219508 Eh
Charge ... -1
Orbital gap ... 8.78 eV
E_HOMO ... -5.2 eV
LUMO level ... 0.1328 Ha

# C2H14B2ClCrN2O8

A molecular structure, C2H14B2ClCrN2O8 (ωB97M-V/def2-TZVPD, the OMol25 dataset).

Each line ends with the natural charge from an NBO analysis.
Atoms and positions in Å:
Cr: -0.390104 0.870315 -0.686182  1.511
Cl: 0.931126 0.594105 -4.605722  2.626
O: 1.246056 -0.463005 -5.507722  -0.887
O: 1.832016 0.654405 -3.502372  -0.918
O: 0.809346 1.837155 -5.255302  -0.853
O: -0.300784 0.214265 -4.108862  -0.943
B: -3.005554 0.366115 1.166268  -0.819
H: -3.384854 -0.401995 1.822308  0.026
H: -2.936744 -0.124005 0.207478  -0.023
H: -3.577574 1.274215 1.054998  0.013
H: -2.043014 0.676765 1.542088  -0.032
B: -1.378894 3.873775 -1.123762  -0.765
H: -0.433034 3.600105 -0.682512  -0.010
H: -1.954804 4.318335 -0.326932  0.036
H: -1.115784 4.573195 -1.902112  0.031
H: -1.971774 3.037685 -1.460942  0.002
C: 2.449396 0.573375 4.534868  -0.483
N: 2.724906 1.380245 3.236128  0.522
O: 3.614126 2.222825 3.239198  -0.351
O: 2.181146 1.031355 2.164718  -0.406
H: 1.429506 0.801475 4.844528  0.240
H: 3.139386 0.773585 5.354578  0.236
H: 2.386186 -0.435935 4.128178  0.243
C: -0.120694 -4.900305 -1.130782  -0.478
N: -0.003564 -3.941955 0.053798  0.537
O: 0.099176 -2.789165 -0.276772  -0.375
O: 0.176446 -4.392105 1.200748  -0.393
H: -1.106674 -5.351025 -1.017652  0.233
H: 0.754196 -5.499995 -0.879742  0.233
H: -0.049154 -4.373795 -2.082502  0.246

Cartesian forces (eV/Å) of the 3 atoms listed first:
-1.99 1.54 0.02
0.66 -0.93 -1.48
1.88 -0.31 -1.13

Results
Energy ... -2349.617119 Eh
Charge ... -1
Orbital gap (alpha / beta) ... 4.94 / 7.11 eV
2S+1 ... 5
⟨S²⟩ ... 6.2199
E_HOMO (alpha / beta) ... -6.5 / -6.5 eV
LUMO level (alpha / beta) ... -0.0580 / 0.0218 Ha